<P>
Entry from the Open Molecules 2025 dataset: a 4-piece molecular cluster, C2H10O3 overall (ωB97M-V with the def2-TZVPD basis set).

Calculated values
* net charge: 0
* 2S+1: 1
* frontier orbital gap: 10.157 eV
* HOMO level: -9.45 eV
* SMILES string: C=C.O.O.O

Each line ends with the natural charge from an NBO analysis.
Positions of all 15 atoms, in Å:
H1 -2.308 1.239 1.175  0.200
H2 -2.687 1.062 -1.490  0.210
O1 2.972 -0.381 0.111  -0.987
O2 0.750 -1.655 -0.858  -0.977
H3 1.383 -2.401 -0.860  0.456
O3 0.668 1.402 0.734  -0.963
H4 3.067 -1.137 0.705  0.491
H5 1.414 -1.051 -0.372  0.485
H6 0.696 2.145 0.163  0.468
H7 -1.632 -0.598 -1.213  0.232
H8 2.667 0.510 0.457  0.527
H9 -0.004 0.841 0.306  0.494
C1 -2.375 0.323 0.611  -0.411
C2 -2.192 0.272 -0.737  -0.428
H10 -2.419 -0.573 1.269  0.204

---

<Q>
Entry from the Open Molecules 2025 dataset: a 3-piece molecular cluster, C2H10O3 overall (ωB97M-V with the def2-TZVPD basis set).

Calculated values
* net charge: 0
* 2S+1: 1
* frontier orbital gap: 11.103 eV
* HOMO level: -10.48 eV
* SMILES string: CCO.O.O

Each line ends with the natural charge from an NBO analysis.
Positions of all 15 atoms, in Å:
O1 1.257 -0.123 0.338  -0.721
C1 0.464 1.048 0.348  -0.067
O2 -3.242 -2.534 2.237  -0.935
H1 0.998 1.929 -0.047  0.152
H2 -3.713 -1.884 1.728  0.467
H3 0.211 1.398 1.359  0.155
H4 2.640 -0.216 -1.877  0.476
O3 2.859 -0.330 -2.809  -0.940
H5 -0.886 1.570 -1.291  0.216
H6 -0.839 -0.172 -0.860  0.233
H7 -1.689 0.867 0.157  0.206
H8 3.817 -0.332 -2.818  0.462
C2 -0.802 0.853 -0.483  -0.641
H9 -3.084 -2.131 3.099  0.468
H10 2.010 0.057 0.918  0.468

---

<R>
Entry from the Open Molecules 2025 dataset: a 4-piece molecular cluster, C2H10O3 overall (ωB97M-V with the def2-TZVPD basis set).

Calculated values
* net charge: 0
* 2S+1: 1
* frontier orbital gap: 10.095 eV
* HOMO level: -9.74 eV
* SMILES string: C=C.O.O.O

Each line ends with the natural charge from an NBO analysis.
Positions of all 15 atoms, in Å:
H1 2.880 0.355 -1.936  0.191
O1 -0.736 -1.320 2.516  -0.960
H2 1.005 -0.903 -0.818  0.194
H3 -1.260 -1.648 3.244  0.464
C1 1.822 -0.410 -0.301  -0.369
O2 -2.079 0.820 0.917  -0.976
H4 -1.908 0.744 -0.033  0.489
C2 2.844 0.240 -0.854  -0.415
H5 -2.085 1.776 1.078  0.475
H6 -1.340 -0.926 1.872  0.492
H7 -1.203 0.989 -2.501  0.479
O3 -1.248 0.374 -1.779  -0.936
H8 -2.085 -0.081 -1.962  0.474
H9 1.758 -0.620 0.768  0.200
H10 3.633 0.611 -0.210  0.197

---

Pick <Q>: it beats the second-best structure by 6.8 kcal/mol.

---

<P>
Entry from the Open Molecules 2025 dataset: a 6-piece molecular cluster, C5H20BrN10O5 overall (ωB97M-V with the def2-TZVPD basis set).

Calculated values
* net charge: -1
* 2S+1: 1
* frontier orbital gap: 6.729 eV
* HOMO level: -4.54 eV

Each line ends with the natural charge from an NBO analysis.
Positions of all 41 atoms, in Å:
O1 -4.197 -5.216 3.011  -0.655
N1 1.987 0.688 4.002  -0.794
H1 5.134 -7.101 -0.489  0.383
O2 -5.779 3.104 -5.576  -0.659
H2 4.908 0.125 3.687  0.404
N2 -3.753 3.465 -5.126  -0.834
H3 -5.897 2.933 -3.027  0.406
H4 3.655 6.382 -1.518  0.406
H5 2.379 5.135 -1.437  0.395
H6 -4.136 2.628 -3.089  0.391
N3 -3.003 -3.661 1.867  -0.808
H7 -4.552 -2.241 2.376  0.360
O3 2.144 -6.999 0.365  -0.633
N4 2.711 6.082 -1.319  -0.860
C1 3.126 0.281 4.391  0.740
H8 -2.204 -4.249 1.677  0.410
H9 4.371 -5.223 -0.709  0.369
O4 2.029 8.222 -0.896  -0.677
C2 1.779 7.061 -1.081  0.757
N5 3.952 0.264 3.392  -0.830
H10 4.186 -8.426 0.076  0.397
H11 1.144 0.691 4.559  0.403
H12 2.690 -4.792 -0.698  0.416
H13 -3.114 -2.753 1.438  0.390
C3 -4.917 3.011 -4.784  0.739
H14 3.705 0.287 2.413  0.395
N6 0.585 6.594 -1.066  -0.814
H15 -0.203 7.165 -0.794  0.405
C4 3.154 -6.725 -0.134  0.755
H16 -5.572 -3.202 3.262  0.387
N7 3.407 -5.492 -0.571  -0.847
N8 4.224 -7.474 -0.258  -0.839
O5 3.509 0.113 5.556  -0.700
N9 -4.929 -3.172 2.484  -0.836
Br1 0.746 0.384 -2.085  -0.999
H17 -2.905 3.249 -4.620  0.381
C5 -4.042 -4.168 2.432  0.752
H18 1.888 0.602 3.001  0.383
H19 0.450 5.600 -1.181  0.388
H20 -3.653 3.909 -6.028  0.401
N10 -5.009 2.918 -3.507  -0.825

---

<Q>
Entry from the Open Molecules 2025 dataset: a 6-piece molecular cluster, C5H20BrN10O5 overall (ωB97M-V with the def2-TZVPD basis set).

Calculated values
* net charge: -1
* 2S+1: 1
* frontier orbital gap: 7.954 eV
* HOMO level: -5.38 eV

Each line ends with the natural charge from an NBO analysis.
Positions of all 41 atoms, in Å:
N1 -1.992 0.222 -2.735  -0.888
H1 1.211 0.756 -4.948  0.392
H2 3.154 -1.279 0.451  0.436
H3 -4.062 0.312 -3.668  0.379
H4 -2.132 0.027 -3.706  0.373
C1 -0.658 -1.182 3.417  0.748
H5 -5.002 -0.423 -2.369  0.391
N2 1.168 0.115 -4.177  -0.862
O1 -1.635 -1.042 2.699  -0.604
H6 3.933 -1.560 3.401  0.376
H7 0.819 -1.201 -2.359  0.418
H8 4.201 -2.189 1.510  0.351
H9 -0.350 1.900 0.262  0.443
H10 1.108 0.494 -3.242  0.411
N3 3.984 -1.328 1.035  -0.857
H11 -1.513 -2.253 4.939  0.392
H12 -3.959 3.568 0.757  0.401
H13 -1.104 0.459 -2.314  0.423
N4 -0.850 2.753 0.504  -0.868
O2 4.444 0.836 1.424  -0.629
H14 -0.537 3.630 0.124  0.366
C2 1.101 -1.226 -4.334  0.765
C3 -2.136 2.549 0.804  0.748
H15 0.812 -0.318 2.183  0.444
H16 4.624 0.005 3.816  0.402
C4 4.156 -0.280 1.861  0.756
N5 -0.700 -1.740 4.642  -0.846
N6 4.300 -0.664 3.137  -0.847
H17 1.318 -1.153 3.602  0.346
N7 0.887 -1.813 -3.162  -0.848
H18 -2.491 4.532 0.799  0.364
N8 0.574 -0.718 3.082  -0.848
O3 -3.078 -0.380 -0.731  -0.587
Br1 1.198 0.372 -0.485  -0.890
N9 -4.159 0.000 -2.723  -0.861
H19 0.146 -2.170 4.981  0.357
N10 -2.960 3.642 0.780  -0.876
O4 1.166 -1.820 -5.417  -0.714
H20 0.659 -2.782 -3.033  0.396
O5 -2.564 1.456 1.115  -0.616
C5 -3.081 -0.107 -1.923  0.760

---

Pick <Q>: it beats the second-best structure by 53.2 kcal/mol.

---

<P>
Entry from the Open Molecules 2025 dataset: a 2-piece molecular cluster, C4H10NO3 overall (ωB97M-V with the def2-TZVPD basis set).

Calculated values
* net charge: -1
* 2S+1: 1
* frontier orbital gap: 5.775 eV
* HOMO level: -2.64 eV

Each line ends with the natural charge from an NBO analysis.
Positions of all 18 atoms, in Å:
O1 -0.260 3.233 1.749  -0.633
H1 -1.542 -2.394 -1.123  0.334
C1 0.028 2.185 1.216  0.802
H2 -0.312 -3.817 0.575  0.161
H3 -1.148 1.307 -0.429  0.255
O2 0.569 -1.635 -2.508  -0.940
H4 1.826 2.348 1.670  0.478
H5 -1.947 1.383 1.162  0.216
C2 0.137 -3.068 -0.148  -0.444
C3 -0.010 -1.026 -1.465  0.138
H6 1.069 -2.611 0.282  0.180
H7 0.716 -0.538 -0.755  0.065
H8 -0.713 0.110 0.811  0.282
C4 -0.998 1.167 0.677  -0.754
O3 1.302 1.706 1.116  -0.675
N1 -0.795 -2.001 -0.568  -0.720
H9 0.562 -3.556 -1.098  0.201
H10 -0.777 -0.206 -1.650  0.053

---

<Q>
Entry from the Open Molecules 2025 dataset: a 2-piece molecular cluster, C4H10NO3 overall (ωB97M-V with the def2-TZVPD basis set).

Calculated values
* net charge: -1
* 2S+1: 1
* frontier orbital gap: 7.926 eV
* HOMO level: -4.24 eV

Each line ends with the natural charge from an NBO analysis.
Positions of all 18 atoms, in Å:
O1 1.675 0.264 0.979  -0.820
H1 0.767 -0.193 -1.328  0.271
H2 0.567 1.351 -2.274  0.194
H3 -0.892 -0.894 0.272  0.271
H4 -0.452 1.541 -0.058  0.180
H5 2.730 -0.487 2.969  0.359
O2 -1.908 1.779 -1.529  -0.755
C1 0.080 0.486 -1.827  -0.629
H6 -2.302 0.154 0.654  0.180
C2 1.624 -0.936 1.329  0.860
H7 -2.277 -0.763 -0.844  0.186
C3 -0.953 0.947 -0.825  0.095
N1 2.111 -1.213 2.646  -0.920
O3 1.200 -1.922 0.679  -0.820
H8 -0.414 -0.089 -2.621  0.180
H9 2.420 -2.159 2.805  0.358
H10 -2.334 2.353 -0.888  0.454
C4 -1.642 -0.217 -0.139  -0.643

---

<R>
Entry from the Open Molecules 2025 dataset: a 3-piece molecular cluster, C4H10NO3 overall (ωB97M-V with the def2-TZVPD basis set).

Calculated values
* net charge: -1
* 2S+1: 1
* frontier orbital gap: 7.304 eV
* HOMO level: -4.56 eV

Each line ends with the natural charge from an NBO analysis.
Positions of all 18 atoms, in Å:
C1 -1.878 1.038 -2.524  0.604
H1 1.683 0.740 -1.246  0.199
H2 0.131 -0.278 -1.205  0.216
N1 1.132 -0.773 2.231  -0.357
O1 -2.185 1.274 -1.333  -0.795
C2 0.737 0.591 -0.745  -0.541
H3 -1.741 -1.190 1.691  0.453
C3 1.499 -1.153 0.927  -0.224
C4 1.013 0.308 0.789  -0.446
H4 -2.513 0.333 -3.047  0.014
O2 -0.999 1.626 -3.223  -0.796
H5 -0.006 1.405 -0.827  0.293
H6 2.540 -1.434 0.881  0.186
O3 -1.629 -1.186 2.636  -1.007
H7 1.892 1.041 0.932  0.231
H8 0.043 0.543 1.092  0.318
H9 0.843 -1.806 0.321  0.168
H10 -0.561 -1.080 2.651  0.486

---

Pick <Q>: it beats the second-best structure by 58.2 kcal/mol.